(P)
Molecular formula: C9H19N2O
Method: DFT, ωB97M-V/def2-TZVPD

The geometry in ORCA input format:
```
! RIJCOSX wB97M-V def2-TZVPD def2/J DEFGRID3
* xyz 1 1
H 1.9943 2.1201 0.1161
H 0.5707 2.3045 -0.9101
H 3.0010 -0.9113 -1.3422
H -3.5343 -0.4875 0.4406
H -0.0449 2.1482 1.5282
C -2.2200 1.1791 0.2524
H -2.4273 -1.9045 -0.5733
H -0.2651 0.0633 -2.1898
C -0.7052 -0.7886 -0.0869
N -1.9705 -0.9955 -0.7601
H 3.5985 0.4780 -0.6568
N 1.4931 0.3539 -0.8634
H -3.6215 0.2861 -1.1964
H 1.0588 -1.2620 -1.7546
C 2.7980 -0.2346 -0.5312
C -0.9649 0.4126 0.8662
H -1.7647 -1.0233 -1.7323
O -0.3906 -1.9092 0.5723
H -1.3826 -0.0403 1.6842
C 2.6597 -0.9481 0.8745
H -0.8426 -2.1228 1.4586
C 1.1592 1.5437 -0.1454
H -2.0629 1.8875 -0.5629
C 0.2732 1.2845 1.0173
H -2.8466 1.5816 1.0573
H 3.4618 -1.6599 0.9138
C -3.0279 -0.0111 -0.3648
H 1.8496 -1.5617 0.8672
C 0.5356 -0.3109 -1.5070
H 0.8570 0.8217 1.8045
H 2.7611 -0.2935 1.7240
*
```

## Properties
HOMO in eV: -11.429

These are the natural (NBO) partial charges, in e, on atoms 1 to 5: atom 1 (H): 0.233, atom 2 (H): 0.179, atom 3 (H): 0.203, atom 4 (H): 0.211, atom 5 (H): 0.234

(Q)
Molecular formula: C9H19N2O
Method: DFT, ωB97M-V/def2-TZVPD

The geometry in ORCA input format:
```
! RIJCOSX wB97M-V def2-TZVPD def2/J DEFGRID3
* xyz 1 1
H -2.4037 0.2386 -0.9696
H -2.8367 1.2120 0.4469
C 4.0338 -0.4044 -1.6219
C -2.2196 1.1465 -0.4875
H -0.1018 2.8383 -0.4353
H 4.0232 -0.6318 -2.7173
H -0.5868 -2.1944 0.6129
H -2.7686 -2.3164 1.7350
H 2.8910 -0.6371 0.6587
H 4.2982 -1.2581 -1.1309
H -3.3796 2.2593 -1.8294
C 1.1184 -1.0589 2.1144
H -1.6458 2.3324 -2.3024
H 1.7794 0.0574 -1.8552
C -1.1928 -1.3573 0.5108
C 1.0212 -0.3918 0.7632
H 2.1495 -0.8395 2.4738
N -0.3493 -0.1771 0.3400
H -2.3718 3.3509 -1.0729
H 4.6090 0.5064 -1.5120
C -2.3127 -1.3681 1.5055
C 2.6229 -0.1129 -1.2391
H 0.2571 -0.6543 2.6941
C -2.3509 2.2595 -1.4764
H -1.6524 -1.5199 -0.4492
N 2.1934 -0.3586 0.0071
H -3.1214 -0.6387 1.0619
H 1.0593 -2.1622 2.0789
H -2.0715 -1.0258 2.4360
C -0.8015 1.0308 -0.0340
O 0.1106 1.8757 -0.3061
*
```

## Properties
HOMO in eV: -10.039

These are the natural (NBO) partial charges, in e, on atoms 1 to 5: atom 1 (H): 0.244, atom 2 (H): 0.266, atom 3 (C): -0.656, atom 4 (C): -0.500, atom 5 (H): 0.543

Q: Which of them is the most stable? A: (P).

(P)
Molecular formula: C10H40ClN20O14
Method: DFT, ωB97M-V/def2-TZVPD

The geometry in ORCA input format:
```
! RIJCOSX wB97M-V def2-TZVPD def2/J DEFGRID3
* xyz -1 1
H -3.6791 -3.2779 14.6183
C -1.8480 5.9653 8.9882
H -6.2904 1.2226 7.5334
H -0.3913 -1.4305 10.8499
H 3.8207 3.2995 7.9628
N -1.4951 7.2087 8.5649
C 2.2430 -1.1875 8.5909
N -2.6110 2.7887 13.5958
H -3.3308 5.9367 7.5849
H -6.4805 5.7910 11.1388
H -7.9114 5.1517 10.4039
O -2.2018 2.2487 10.1489
N -2.8258 5.3845 8.2549
H -6.9192 0.5609 11.1656
N -0.0328 -1.4667 11.7870
H -0.4339 0.4911 10.9330
N 0.8635 3.6904 8.7882
C -7.0770 -1.4763 10.5023
N -7.0296 1.5369 6.9259
C 0.6980 -0.4476 12.2926
H 0.4920 1.6103 11.9357
H -5.0069 -2.3782 8.7896
O -2.4601 -3.7016 7.4147
N -4.1723 -2.4598 8.2320
N -4.9646 3.8848 10.6717
N 2.8194 3.2738 7.8659
H -3.0851 4.4305 8.4558
H -9.5409 0.6058 8.4321
H -0.6527 7.4067 9.0888
H -4.0689 -5.5024 7.6823
C -3.4796 -2.0808 12.9851
O -3.8084 1.7091 8.5293
C -2.3103 2.1911 14.7778
H -3.3713 -1.8808 8.4554
O -9.1748 1.7532 6.2537
H -2.9016 2.2761 12.7759
H 0.2606 3.8152 9.5888
N -4.5231 -4.6046 7.6281
H -5.7328 -0.6002 11.6226
O -6.8889 2.7863 10.4661
H 0.2857 -0.6603 8.3933
H -6.7920 1.5476 5.9471
H -2.2598 4.0648 15.6324
Cl -3.0327 1.1773 9.6464
N -6.9252 5.0787 10.5844
C -3.6333 -3.6094 7.7710
H -0.1001 -2.3123 12.3285
N -6.5917 -0.3902 11.1374
H -6.8409 -3.4334 10.3542
H -7.9323 0.8558 8.9471
O -2.2886 0.0279 9.1877
H 0.5396 3.9632 7.8812
N -2.8299 -0.9796 12.6360
N -8.7130 1.1789 8.3976
N -6.3616 -2.6101 10.6750
H -2.6514 3.7813 13.4455
H -4.3716 4.5385 11.1478
C 2.0974 3.2052 9.0412
H -2.6113 -0.2533 13.2939
O -2.3989 0.9880 14.9447
H -4.6509 3.0955 10.1245
C -6.3027 3.8610 10.5795
O -1.4172 5.4904 10.0306
H 4.0612 -1.2824 9.4656
O 2.4079 -1.8512 7.5834
H -1.6120 7.2318 7.5633
O 1.4810 -0.5736 13.2317
N -2.2570 3.0719 15.7761
O -3.9402 -2.8893 12.1654
O -3.7826 0.7712 10.7876
H 2.4264 3.4741 6.9669
N 0.3028 0.6858 11.5852
H -5.4894 -4.4516 7.8554
N -3.3847 -2.3798 14.2834
N 1.1296 -0.4771 8.9169
H -2.7838 -0.8591 11.6387
H -3.1396 -1.5603 14.8190
C -8.3543 1.5346 7.1483
N 3.1982 -0.7569 9.4698
H -5.3827 -2.6370 10.9419
O -8.2254 -1.5528 10.0364
H -2.1275 2.7176 16.7087
O 2.5462 2.9748 10.1384
H 2.8450 -0.5114 10.3780
H 1.1367 0.1451 9.7058
*
```

## Properties
HOMO in eV: -7.098

These are the Löwdin partial charges, in e, on atoms 1 to 5: atom 1 (H): 0.108, atom 2 (C): -0.715, atom 3 (H): 0.085, atom 4 (H): 0.081, atom 5 (H): 0.095

(Q)
Molecular formula: C10H40ClN20O14
Method: DFT, ωB97M-V/def2-TZVPD

The geometry in ORCA input format:
```
! RIJCOSX wB97M-V def2-TZVPD def2/J DEFGRID3
* xyz -1 1
C -1.1128 -3.9533 1.9376
O -2.4561 -0.3552 2.4872
C -2.1880 2.9162 -1.2490
H 3.2582 1.9070 0.5771
O 0.2908 0.4787 -5.9488
N -4.2263 1.0086 1.9694
H -1.4643 0.1739 3.8510
H -2.8022 4.8661 -0.8622
N 0.4720 -1.2379 4.3263
C 0.5707 0.9831 -4.8548
H 1.4407 -1.4380 4.4993
N -3.5026 -0.5246 0.4957
H 1.1097 1.4869 3.1941
N -0.1266 2.0105 -4.3175
N -0.1507 -3.5583 1.0696
C 4.1825 3.7407 0.4776
O -3.8278 -1.9274 -4.3977
N 4.4275 -0.0493 -0.1409
C -3.4057 -0.0234 1.7527
H 0.1221 -1.3307 3.3868
N -2.3630 -1.1210 -2.8375
Cl 0.7079 0.1624 0.2959
H 3.4732 -0.4145 -0.1911
N -1.9217 -3.8225 -1.5160
H -2.6917 -6.3775 -3.1498
H -5.0029 1.0421 1.3345
O 3.4216 2.2177 5.1398
H 0.5280 -4.1982 0.6990
N 5.0149 3.0798 -0.3833
H -4.0565 1.6162 2.7503
C -0.1440 -0.4109 5.2016
N 3.3566 2.8176 0.9825
N -1.1976 0.3255 4.8197
H -3.8812 0.3487 -5.1024
H -2.7776 -3.8642 -0.9883
O 1.6359 -0.8379 0.8021
H 2.0364 -0.2620 -4.2530
H 4.9359 0.0838 -3.2298
O -0.3714 -0.5857 -0.3640
O 4.2395 4.9196 0.8173
O -2.2758 2.0240 -2.1102
O 0.2184 0.9553 1.4126
O 6.3298 0.0303 -1.3381
N -1.4430 2.9262 -0.1404
H -3.2783 1.1645 -3.6796
H 5.7263 3.6953 -0.7464
C 2.7661 1.6779 4.2494
O -1.3570 -5.1298 2.1915
H -0.9454 2.0777 0.0653
H 1.0836 2.8646 4.3674
H 4.1812 0.4403 3.6978
O 1.4253 1.0116 -0.5979
H -1.8839 -0.3451 -2.4083
N 1.5071 2.0787 3.9154
H 4.7934 2.1974 -0.8003
H -3.7523 -5.1442 -2.3629
N 3.1984 0.6148 3.5562
H -1.4238 3.7853 0.3727
C -1.8400 -4.6828 -2.5495
H 1.5806 0.9759 -3.0825
C -3.2956 -0.9944 -3.8149
H -0.9578 2.3350 -4.7827
H -3.2379 4.1383 -2.3987
H 4.9136 0.0671 0.7314
N 4.3596 -0.1525 -2.4385
H -1.9759 -3.2415 3.5092
H -1.7974 -1.9755 2.2496
N -3.5161 0.3124 -4.1643
N -2.8705 4.0678 -1.4657
H -2.2098 -2.0652 -2.4980
H -0.2240 2.0915 -3.3188
H -4.3411 -0.5430 -0.0603
N -2.8925 -5.4739 -2.7647
H 3.6597 -0.8788 -2.4784
H -1.7574 0.6787 5.5714
N -1.6526 -2.9214 2.6102
H 2.7743 0.1223 2.7872
N 1.4296 0.4748 -3.9391
H -1.2211 -3.1249 -1.3394
H -2.7857 -1.1392 0.1571
C 5.1216 -0.1905 -1.2872
O 0.2057 -0.3811 6.3894
O -0.7513 -4.8830 -3.0982
H 0.0220 -2.5754 0.9652
H 2.8366 3.1417 1.7847
*
```

## Properties
HOMO in eV: -7.194

These are the Löwdin partial charges, in e, on atoms 1 to 5: atom 1 (C): -0.707, atom 2 (O): -0.040, atom 3 (C): -0.655, atom 4 (H): 0.044, atom 5 (O): 0.004

Q: Which of them is the most stable? A: (Q).

(P)
Molecular formula: C3H12N3S
Method: DFT, ωB97M-V/def2-TZVPD

The geometry in ORCA input format:
```
! RIJCOSX wB97M-V def2-TZVPD def2/J DEFGRID3
* xyz 1 1
H -0.6344 -2.2883 -1.4198
H -3.7691 -0.9300 0.4464
S -2.6491 -0.2542 0.8494
H -2.4220 -2.4679 -1.0551
H 0.4866 2.3729 0.3675
H 3.6478 0.1064 1.2426
N 2.7434 0.5158 1.0109
N -0.1641 0.6147 -0.4837
H 0.3487 0.7775 1.3946
H 0.9006 -0.5492 -1.5593
H -1.1877 1.7650 0.8147
N 0.9913 0.1164 -0.9047
C -0.0850 1.4887 0.6519
H 2.7486 1.4266 0.6434
H -1.8157 -1.0351 -2.0947
H 2.0202 0.5307 1.7209
C -1.4513 -0.7396 -0.0652
C -1.5708 -1.6686 -1.2001
H 1.8619 0.2184 -0.3598
*
```

## Properties
HOMO (alpha / beta) in eV: -12.541 / -12.349

These are the natural (NBO) partial charges, in e, on atoms 1 to 5: atom 1 (H): 0.256, atom 2 (H): 0.133, atom 3 (S): 0.362, atom 4 (H): 0.264, atom 5 (H): 0.245

(Q)
Molecular formula: C3H12N3S
Method: DFT, ωB97M-V/def2-TZVPD

The geometry in ORCA input format:
```
! RIJCOSX wB97M-V def2-TZVPD def2/J DEFGRID3
* xyz 1 1
C 2.2641 0.9210 0.3753
H 0.3513 -2.7589 0.3157
N -1.2502 -1.6643 -0.4911
H -0.7321 -2.1322 1.4314
H 3.0504 1.2378 -0.1789
H 2.4132 0.1232 1.0363
N -0.3871 -1.9764 0.4933
C -1.2946 0.2665 -0.5822
H -3.6427 0.9745 -0.8421
H 1.4285 -0.0595 -1.2286
H -0.2211 1.1364 0.9717
H 1.2160 1.8824 -1.0438
H -1.3611 0.6047 -1.5833
S -2.8495 0.8443 0.2747
H 2.2240 1.7520 1.1881
H -2.2134 -1.9376 -0.2152
C 1.1278 0.8826 -0.6158
H 0.0010 -0.6139 0.5203
N -0.1246 0.5174 0.1742
*
```

## Properties
HOMO in eV: -13.185

These are the natural (NBO) partial charges, in e, on atoms 1 to 5: atom 1 (C): -0.630, atom 2 (H): 0.413, atom 3 (N): -0.456, atom 4 (H): 0.383, atom 5 (H): 0.240

Q: Which of them is the most stable? A: (Q).